[1]
Entry from the OMol25 dataset: 8 unconnected molecules or ions with the total composition C32H56N8 (ωB97M-V with the def2-TZVPD basis set).

The HOMO energy is -11.28 eV. Its maximum force is 3.838 eV Å⁻¹. The calculation puts the energy above the lowest of the compared OMol25 structures with the same formula, charge and spin at 190.34 kJ/mol. As for the total energy: -46009.9530 eV.

Last column: Löwdin charge in e.
Element x y z (Å)
C -2.0162 -3.3945 1.5557  -0.114
C -1.4036 -4.7038 2.0057  -0.237
C -2.5240 -5.8309 2.2965  -0.139
C -3.2396 -6.0593 0.9989  -0.237
N -3.7431 -6.2971 -0.0189  0.135
H -1.3063 -2.7275 1.0038  0.069
H -2.3197 -2.9193 2.4765  0.033
H -2.8633 -3.4946 0.8959  0.069
H -0.8672 -4.4275 2.8749  0.088
H -0.7831 -5.1533 1.1992  0.081
H -3.1442 -5.6589 3.1197  0.080
H -1.9473 -6.8034 2.5928  0.142
C 1.6716 5.0486 -0.7928  -0.104
C 0.4373 5.7622 -1.3022  -0.260
C -0.8953 5.1695 -0.9147  -0.183
C -0.9071 4.9980 0.5489  -0.243
N -0.8097 5.0183 1.6962  0.160
H 2.0106 4.1720 -1.3550  0.071
H 1.4811 4.8521 0.2744  0.038
H 2.5239 5.7082 -0.7740  0.073
H 0.4573 5.9533 -2.3730  0.115
H 0.5951 6.7269 -0.8678  0.102
H -0.9946 4.2291 -1.4150  0.059
H -1.7120 5.7922 -1.2478  0.119
C 0.1868 -1.9240 -4.8139  -0.114
C 0.3182 -0.7370 -3.8889  -0.261
C -0.2307 0.5175 -4.6475  -0.165
C -0.3094 1.6769 -3.7810  -0.220
N -0.2918 2.6216 -3.1385  0.175
H -0.8863 -2.0387 -5.0499  0.089
H 0.4092 -2.8136 -4.2751  0.043
H 0.7939 -2.0311 -5.7290  0.086
H 1.2925 -0.5901 -3.4180  0.065
H -0.2943 -0.9605 -3.0372  0.097
H -1.2966 0.3788 -4.8353  0.123
H 0.2700 0.7011 -5.5891  0.123
C 2.8573 -5.7868 -1.3020  -0.102
C 1.3506 -5.4089 -1.2039  -0.219
C 1.1666 -4.0961 -0.3295  -0.187
C 1.6527 -2.9214 -0.9792  -0.227
N 2.0318 -1.9324 -1.3756  0.182
H 2.8974 -6.8712 -1.3919  0.064
H 3.3485 -5.4670 -0.3275  0.092
H 3.4384 -5.4033 -2.1328  0.066
H 0.7538 -6.1822 -0.7064  0.098
H 0.9074 -5.3185 -2.2181  0.110
H 1.6985 -4.3652 0.5930  0.124
H 0.1431 -3.8124 -0.0220  0.083
C -6.2689 1.6250 1.1132  -0.105
C -4.8349 1.9283 1.5063  -0.272
C -3.9979 2.5806 0.4034  -0.198
C -3.9758 1.7386 -0.7832  -0.239
N -4.0648 1.0293 -1.6985  0.142
H -6.3317 1.0173 0.2156  0.068
H -6.7016 2.6097 0.8941  0.081
H -6.7334 1.1509 1.9605  0.070
H -4.3583 1.0186 1.7848  0.092
H -4.9004 2.6001 2.3909  0.122
H -2.9736 2.6969 0.7595  0.089
H -4.3285 3.6148 0.2038  0.126
C 6.3868 -0.2278 -3.1294  -0.118
C 5.3466 0.3168 -2.1734  -0.273
C 4.2155 1.0868 -2.8747  -0.184
C 4.8341 2.2625 -3.5219  -0.254
N 5.3481 3.2082 -3.9491  0.140
H 5.9977 -1.0612 -3.7356  0.078
H 7.2228 -0.6047 -2.5096  0.078
H 6.8227 0.5705 -3.7980  0.087
H 5.8124 0.9636 -1.4654  0.099
H 4.8886 -0.5433 -1.6522  0.103
H 3.4858 1.5680 -2.2330  0.090
H 3.6390 0.5271 -3.6643  0.128
C -2.5789 1.4700 5.2777  -0.111
C -1.3606 0.6708 5.8110  -0.241
C -1.0924 -0.5031 4.8489  -0.187
C -2.3810 -1.2830 4.6930  -0.224
N -3.3742 -1.8899 4.5712  0.137
H -3.5219 0.8763 5.4534  0.087
H -2.5325 1.6692 4.2416  0.046
H -2.7160 2.3860 5.8030  0.058
H -1.5950 0.3217 6.8244  0.105
H -0.4773 1.3687 5.8568  0.119
H -0.2905 -1.2307 5.0894  0.118
H -0.8397 -0.0766 3.8924  0.045
C 2.2492 2.6663 2.1234  -0.089
C 2.2573 1.4879 1.1053  -0.217
C 0.9456 1.5076 0.2524  -0.172
C -0.0551 0.7952 1.0188  -0.216
N -0.9291 0.4255 1.6558  0.182
H 1.4943 2.4753 2.8602  0.058
H 1.9952 3.6576 1.6889  0.049
H 3.2534 2.7988 2.5587  0.077
H 2.2881 0.5220 1.6193  0.099
H 3.2022 1.5111 0.4902  0.107
H 1.0606 1.0050 -0.7037  0.093
H 0.5601 2.4965 0.0458  0.085

Atoms 1-2, force components in eV/Å:
C 0.488 0.592 -0.390
C -1.631 -1.314 -1.512

[2]
Entry from the OMol25 dataset: a molecular structure, C32H57Br9O19S3 (ωB97M-V with the def2-TZVPD basis set).

The HOMO energy is -9.89 eV. Its maximum force is 3.890 eV Å⁻¹. As for the total energy: -735893.9753 eV.

Last column: Löwdin charge in e.
Element x y z (Å)
O -0.3288 -4.5952 0.3672  0.090
C 0.7433 -4.8927 0.8657  -0.416
O 0.9493 -4.7738 2.2345  -0.001
C 2.2752 -5.1116 2.5870  -0.167
C 3.0429 -5.0691 1.2401  -0.146
C 2.0004 -5.4501 0.1504  -0.031
H 2.2511 -6.0939 3.0587  0.120
H 2.6781 -4.4699 3.3705  0.118
H 4.0317 -5.5276 1.2470  0.088
H 3.3608 -4.0277 1.1893  0.096
H 1.9017 -6.5332 0.0773  0.124
H 2.1898 -5.1377 -0.8765  0.120
O -2.6872 -2.4202 -1.8158  0.129
C -3.7862 -1.9572 -1.8424  -0.513
O -4.5953 -2.2086 -2.8651  0.048
C -5.8897 -1.6583 -2.6962  -0.159
C -5.9738 -1.1014 -1.2816  -0.126
C -4.4967 -1.1376 -0.8601  -0.069
H -6.6616 -2.4022 -2.8937  0.129
H -5.9406 -0.7992 -3.3652  0.127
H -6.5482 -1.8660 -0.7587  0.115
H -6.4391 -0.1157 -1.2740  0.108
H -4.3381 -1.4832 0.1614  0.104
H -4.0998 -0.1553 -1.1166  0.125
O -2.9981 5.2157 -1.7682  0.093
C -2.4889 4.7297 -2.7537  -0.471
O -2.7200 5.0943 -4.0079  0.050
C -1.7816 4.5997 -4.9308  -0.136
C -0.7543 3.8648 -4.0899  -0.164
C -1.3641 3.7110 -2.6908  -0.059
H -1.2548 5.4635 -5.3362  0.132
H -2.2253 3.8903 -5.6294  0.136
H 0.2603 4.2606 -4.0441  0.059
H -0.5740 2.8209 -4.3465  0.099
H -0.6997 4.0399 -1.8917  0.092
H -1.7318 2.6924 -2.5674  0.131
O -2.0947 -0.4083 -6.4135  0.046
C -1.4451 -1.1580 -5.6467  -0.442
O -0.8493 -0.7875 -4.5157  0.026
C -0.0860 -1.8281 -3.9055  -0.162
C -0.2791 -3.0520 -4.7259  -0.139
C -1.3046 -2.6727 -5.8233  -0.054
H -0.4957 -1.9261 -2.9002  0.101
H 0.8862 -1.3940 -3.6719  0.122
H -0.5293 -3.9742 -4.2015  0.119
H 0.6581 -3.3085 -5.2199  0.111
H -2.2428 -3.1999 -5.6505  0.123
H -1.0313 -2.8831 -6.8573  0.121
O -3.0271 1.1648 0.7247  0.074
C -3.8128 2.0723 0.9773  -0.476
O -3.6251 3.0252 1.8632  0.053
C -4.5462 4.1365 1.8441  -0.129
C -5.2064 4.0474 0.4719  -0.113
C -5.0221 2.4851 0.2318  -0.066
H -4.0955 5.0802 2.1511  0.131
H -5.4184 4.0508 2.4921  0.121
H -4.6541 4.6140 -0.2778  0.080
H -6.2369 4.3904 0.3795  0.115
H -5.0164 2.3883 -0.8538  0.119
H -5.8235 1.8402 0.5922  0.127
O 1.5387 0.1373 -1.0254  -0.397
S 1.2126 0.0376 0.3828  0.667
O 2.1308 -0.6422 1.2591  -0.294
O 0.8219 1.5791 0.9258  -0.328
C 0.5288 2.5915 -0.0079  -0.316
C 0.1965 3.9359 0.5983  -0.081
C -0.4767 -0.7598 0.4794  -0.059
H -0.3350 2.1283 -0.4849  0.105
H 1.2763 2.7434 -0.7865  0.060
H -0.0977 4.7891 -0.0129  0.070
H 1.0639 4.2289 1.1897  0.037
H -0.6332 3.7781 1.2874  0.081
H -1.1301 -0.3167 1.2309  0.041
H -0.2173 -1.7699 0.7964  0.050
H -0.9321 -0.8975 -0.5013  0.055
O 6.5287 -5.6766 0.7483  -0.301
S 6.1983 -4.6432 -0.2349  0.641
O 5.2188 -4.8435 -1.3352  -0.301
O 5.8329 -3.2788 0.4939  -0.300
C 6.3025 -2.9125 1.8007  -0.225
C 5.3798 -1.7715 2.2523  -0.067
C 7.7289 -4.1050 -1.0516  -0.118
H 7.3175 -2.5624 1.6130  0.115
H 6.3830 -3.8292 2.3850  0.117
H 4.4921 -2.2385 2.6788  0.050
H 4.9503 -1.1341 1.4795  0.081
H 5.8768 -1.1311 2.9809  0.068
H 7.7723 -3.0850 -1.4336  0.075
H 7.9663 -4.8022 -1.8551  0.068
H 8.5216 -4.2089 -0.3108  0.062
O -2.8261 -2.7739 5.1196  -0.302
S -2.9108 -1.5963 4.2660  0.701
O -3.7515 -0.4652 4.6964  -0.322
O -1.2987 -1.1240 3.9764  -0.318
C -0.1473 -1.7279 4.6598  -0.247
C -0.0922 -1.1063 6.0528  -0.098
C -3.4245 -1.8381 2.4908  -0.105
H 0.6731 -1.4165 4.0132  0.081
H -0.1454 -2.8175 4.6913  0.113
H 0.4854 -1.7955 6.6688  0.074
H -1.0426 -1.0661 6.5848  0.078
H 0.4161 -0.1432 6.1003  0.020
H -4.4528 -2.1996 2.4954  0.069
H -2.7668 -2.6207 2.1124  0.072
H -3.3525 -0.8685 1.9980  0.028
C 3.4104 3.6740 -2.8915  -1.398
Br 5.3458 3.4479 -2.5795  0.539
Br 2.4278 1.8962 -3.1879  0.605
Br 3.1968 4.7491 -4.5976  0.490
H 2.9680 4.2292 -2.0644  -0.025
C 2.2802 8.6888 2.3535  -1.481
Br 1.2175 7.0136 2.1395  0.545
Br 4.1699 8.3390 2.8149  0.530
Br 1.4254 9.8003 3.7906  0.493
H 2.1716 9.2585 1.4306  -0.025
C 2.9616 1.3999 3.7510  -1.481
Br 1.0227 1.8443 4.0076  0.633
Br 3.4381 -0.1392 4.9717  0.553
Br 4.1567 2.8725 3.9618  0.601
H 3.0180 1.0468 2.7213  -0.061

Atoms 1-2, force components in eV/Å:
O 1.780 -0.413 0.977
C -1.411 0.246 -0.790

no.,frontier orbital gap (eV)
1,11.59
2,9.28